Entry from the Open Molecules 2025 dataset: C48H37IMnN8OP as an isolated structure (ωB97M-V/def2-TZVPD).

Properties
max |F|: 0.0101 Eh/bohr
electronic energy: -4154.5391 Eh
energy above the lowest of the compared OMol25 structures with the same formula, charge and spin: 0.000 eV
LUMO (spin up / spin down): -2.065 / -2.414 eV
Kohn-Sham gap (spin up / spin down): 8.05 / 7.78 eV
charge: +1
HOMO level (spin up / spin down): -0.3716 / -0.3748 Ha
spin multiplicity: 6

Last column: Löwdin charge in e.
Cartesian coordinates (Å):
Mn: -0.850 0.195 0.492  0.5447
I: 1.925 -0.144 1.256  1.1856
C: 1.321 0.114 3.247  -0.5769
C: 2.324 0.118 4.173  -0.1525
C: 1.996 0.247 5.538  -0.0686
C: 0.691 0.349 5.911  -0.0258
C: -0.349 0.343 4.950  -0.1653
C: -1.700 0.443 5.365  -0.0321
C: -2.704 0.442 4.445  -0.0731
C: -2.393 0.357 3.070  -0.1365
C: -1.104 0.260 2.583  -0.2263
C: -0.057 0.237 3.564  -0.2627
H: 3.354 0.018 3.875  0.0892
H: 2.785 0.256 6.275  0.1100
H: 0.426 0.439 6.956  0.1171
H: -1.910 0.517 6.424  0.1149
H: -3.735 0.513 4.762  0.1048
H: -3.234 0.367 2.376  0.0667
C: 2.495 4.341 -1.418  -0.0658
N: 1.520 3.563 -0.670  -0.1154
C: 0.649 2.658 -1.107  -0.1310
N: -0.128 2.255 -0.109  -0.0207
C: 0.339 2.978 0.949  -0.2338
N: 1.331 3.773 0.647  0.1456
C: 3.709 3.576 -1.886  -0.1921
C: 4.440 4.116 -2.942  -0.0309
C: 5.611 3.517 -3.370  -0.0482
C: 6.054 2.353 -2.763  -0.0058
C: 5.311 1.794 -1.732  -0.1343
C: 4.145 2.408 -1.283  0.0294
C: 5.782 0.556 -1.105  -0.3002
N: 6.963 0.256 -0.706  0.1367
N: 6.879 -1.020 -0.159  0.1339
C: 5.656 -1.387 -0.282  -0.3043
O: 4.883 -0.444 -0.891  0.0955
C: 5.012 -2.610 0.192  -0.1502
C: 5.540 -3.285 1.291  -0.0004
C: 4.880 -4.392 1.797  -0.0421
C: 3.694 -4.821 1.216  -0.0161
C: 3.181 -4.164 0.105  -0.2084
C: 1.885 -4.593 -0.519  -0.0675
N: 0.781 -3.738 -0.095  -0.1026
C: 0.234 -2.709 -0.738  -0.1664
N: -0.668 -2.115 0.035  -0.0115
C: -0.603 -2.845 1.185  -0.2205
N: 0.264 -3.823 1.146  0.1504
C: 3.852 -3.067 -0.409  -0.0073
H: 2.771 5.158 -0.748  0.1427
H: 1.985 4.780 -2.278  0.1355
H: 0.595 2.337 -2.133  0.1463
H: -0.057 2.889 1.946  0.1181
H: 4.096 5.022 -3.425  0.1191
H: 6.177 3.952 -4.181  0.1137
H: 6.965 1.870 -3.085  0.1239
H: 3.593 1.980 -0.456  0.0769
H: 6.454 -2.924 1.742  0.1220
H: 5.279 -4.912 2.656  0.1133
H: 3.162 -5.668 1.629  0.1196
H: 1.626 -5.619 -0.256  0.1348
H: 1.926 -4.520 -1.607  0.1346
H: 0.493 -2.441 -1.748  0.1313
H: -1.203 -2.633 2.053  0.1190
H: 3.460 -2.550 -1.277  0.1242
C: -6.159 -1.904 1.652  -0.0686
C: -6.324 -0.565 1.339  -0.0660
C: -5.401 0.079 0.525  -0.0812
C: -4.306 -0.621 0.029  -0.3806
C: -4.148 -1.971 0.343  -0.1045
C: -5.073 -2.609 1.149  -0.0655
P: -2.994 0.178 -0.926  1.0398
C: -2.889 -0.738 -2.475  -0.3794
C: -4.008 -1.313 -3.070  -0.0791
C: -3.886 -1.985 -4.276  -0.0596
C: -2.649 -2.084 -4.894  -0.0658
C: -1.528 -1.514 -4.307  -0.0759
C: -1.650 -0.849 -3.097  -0.1223
C: -3.593 1.835 -1.316  -0.3760
C: -3.481 2.810 -0.328  -0.1226
C: -3.944 4.094 -0.561  -0.0681
C: -4.503 4.417 -1.791  -0.0692
C: -4.605 3.454 -2.783  -0.0673
C: -4.156 2.163 -2.546  -0.0683
H: -6.881 -2.404 2.284  0.1091
H: -7.173 -0.017 1.721  0.1098
H: -5.538 1.125 0.284  0.1035
H: -3.302 -2.523 -0.048  0.0908
H: -4.949 -3.655 1.387  0.1092
H: -4.974 -1.245 -2.583  0.1175
H: -4.758 -2.433 -4.733  0.1124
H: -2.558 -2.608 -5.835  0.1104
H: -0.563 -1.589 -4.790  0.1066
H: -0.773 -0.404 -2.635  0.0810
H: -3.036 2.570 0.636  0.0966
H: -3.863 4.844 0.213  0.1097
H: -4.859 5.421 -1.976  0.1091
H: -5.037 3.704 -3.742  0.1093
H: -4.240 1.413 -3.323  0.1014

Forces on the atoms, in the same order (eV/Å):
Mn -0.24 -0.16 -0.09
I 0.48 -0.16 -0.11
C 0.09 0.01 0.19
C -0.20 0.00 0.00
C 0.03 0.00 -0.04
C -0.01 0.00 0.00
C -0.08 0.02 0.07
C 0.00 0.00 -0.05
C 0.09 0.00 0.11
C -0.09 0.02 -0.19
C -0.02 0.00 0.01
C -0.07 0.02 -0.11
H 0.14 -0.01 -0.04
H 0.04 0.00 0.03
H -0.02 0.00 0.06
H -0.02 0.00 0.02
H -0.06 0.00 0.00
H 0.08 -0.01 0.07
C -0.10 0.18 -0.04
N -0.17 -0.13 0.01
C -0.15 -0.06 -0.04
N 0.25 -0.10 -0.10
C 0.03 0.03 0.03
N 0.05 0.22 0.16
C 0.05 0.04 -0.08
C -0.02 -0.02 0.07
C 0.00 0.01 0.01
C 0.01 0.01 0.02
C 0.06 0.00 -0.02
C -0.07 -0.01 -0.05
C -0.19 0.02 -0.13
N 0.07 0.01 0.05
N 0.05 0.02 -0.03
C -0.15 -0.09 0.00
O 0.19 0.04 0.20
C 0.12 0.00 0.13
C -0.03 -0.02 -0.03
C -0.01 0.06 -0.06
C 0.00 0.03 -0.08
C 0.10 -0.13 0.15
C -0.14 -0.16 -0.17
N -0.15 0.33 0.07
C -0.13 -0.07 -0.05
N 0.28 0.19 -0.06
C 0.05 -0.07 0.03
N -0.01 -0.24 0.08
C -0.11 0.09 -0.02
H 0.05 -0.08 -0.07
H 0.03 0.01 0.06
H -0.01 -0.06 -0.07
H -0.02 -0.02 0.06
H -0.02 0.05 -0.02
H 0.02 0.01 -0.03
H 0.04 -0.03 0.00
H 0.01 -0.03 0.03
H 0.02 0.01 0.02
H 0.01 -0.01 0.02
H -0.02 -0.04 0.02
H 0.02 0.08 0.02
H 0.03 -0.03 0.05
H -0.01 0.04 -0.04
H -0.03 0.04 0.07
H -0.02 0.05 -0.05
C -0.03 -0.03 0.02
C 0.01 0.02 -0.01
C 0.01 -0.02 -0.01
C -0.16 -0.02 -0.07
C -0.02 0.00 0.03
C -0.03 0.01 0.01
P 0.34 0.14 0.31
C -0.11 -0.01 -0.10
C -0.01 -0.04 0.03
C -0.03 -0.01 0.00
C 0.06 0.00 -0.02
C -0.03 -0.02 -0.02
C 0.04 0.04 -0.04
C -0.14 -0.03 -0.19
C 0.06 0.06 0.15
C -0.03 0.03 -0.05
C 0.01 0.03 0.04
C 0.01 -0.02 0.00
C 0.02 -0.01 0.01
H -0.01 -0.01 0.02
H -0.03 0.01 0.01
H 0.00 0.01 -0.01
H 0.03 0.00 -0.02
H 0.01 -0.06 0.01
H -0.01 0.01 0.00
H -0.02 -0.01 -0.01
H 0.01 -0.01 -0.03
H 0.03 -0.01 -0.03
H -0.01 0.01 0.01
H -0.02 -0.03 -0.09
H 0.00 0.03 0.03
H -0.01 0.03 0.00
H -0.02 0.02 -0.03
H -0.01 0.00 0.00